[1]
Density functional theory data (wB97M-V/def2-TZVPD) for a molecular structure, C26H19CsN8O4.

relative energy (zero: lowest compared OMol25 entry of this formula, charge and spin): 0.099 eV
LUMO level: 4.0 eV
net charge: -2
DFT total energy: -47933.096 eV
gap between HOMO and LUMO: 0.219 Eh
HOMO level: -1.93 eV
2S+1: 1

CARTESIAN COORDINATES (ANGSTROEM)
Cs: 0.291 1.056 0.318
O: -2.489 4.925 0.528
C: -1.656 4.006 0.638
O: -1.526 2.968 -0.052
C: -0.627 4.181 1.779
C: -0.465 5.430 2.371
C: 0.473 5.571 3.379
C: 1.204 4.465 3.782
C: 0.978 3.245 3.153
N: 0.086 3.122 2.166
C: 1.767 1.991 3.615
O: 2.560 2.195 4.556
O: 1.525 0.927 2.999
H: -1.089 6.241 2.024
H: 0.630 6.535 3.853
H: 1.946 4.499 4.567
N: -1.193 -0.480 -2.828
C: -2.078 -0.994 -1.999
N: -3.302 -1.339 -2.472
C: -4.124 -1.821 -1.560
N: -5.375 -2.213 -2.002
N: -3.886 -1.993 -0.256
C: -2.647 -1.627 0.098
N: -1.724 -1.146 -0.697
C: -2.286 -1.735 1.550
C: -3.229 -2.160 2.479
C: -2.863 -2.231 3.812
C: -1.577 -1.866 4.171
C: -0.707 -1.449 3.172
N: -1.043 -1.396 1.885
H: -1.498 -0.363 -3.779
H: -0.182 -0.230 -2.596
H: -5.647 -1.765 -2.862
H: -6.072 -2.207 -1.275
H: -4.222 -2.413 2.136
H: -3.577 -2.553 4.561
H: -1.247 -1.881 5.201
H: 0.298 -1.104 3.404
C: 2.205 -3.779 -0.030
C: 3.458 -3.516 -0.557
C: 3.589 -2.547 -1.536
C: 2.458 -1.854 -1.984
N: 1.252 -2.121 -1.470
C: 1.136 -3.044 -0.524
C: 2.548 -0.761 -3.001
C: 3.618 -0.784 -3.904
C: 3.795 0.250 -4.811
C: 2.901 1.312 -4.792
C: 1.833 1.304 -3.897
C: 1.581 0.273 -2.972
H: 2.058 -4.508 0.757
H: 4.332 -4.041 -0.189
H: 4.567 -2.297 -1.923
H: 0.132 -3.179 -0.133
H: 4.310 -1.621 -3.920
H: 4.616 0.225 -5.520
H: 3.032 2.142 -5.484
H: 1.154 2.156 -3.929

---

[2]
Density functional theory data (wB97M-V/def2-TZVPD) for 2 unconnected molecules or ions with the total composition C7H15NO.

relative energy (zero: lowest compared OMol25 entry of this formula, charge and spin): 4.699 eV
LUMO level: 0.5 eV
DFT total energy: -11035.975 eV
gap between HOMO and LUMO: 0.361 Eh
structure (SMILES): C1CCCC1.CC(N)=O
HOMO level: -9.34 eV
2S+1: 1

CARTESIAN COORDINATES (ANGSTROEM)
C: 1.386 0.673 1.062
C: 2.272 1.132 -0.210
C: 2.569 -0.201 -0.897
C: 1.700 -1.298 -0.202
C: 0.533 -0.480 0.568
C: -3.390 -0.083 -0.063
C: -1.972 -0.362 0.063
H: 2.245 0.143 1.786
H: 0.947 1.544 1.621
H: 3.250 1.525 0.326
H: 1.782 1.819 -0.873
H: 3.593 -0.634 -0.379
H: 2.517 -0.536 -1.992
H: 2.247 -1.939 0.485
H: 1.367 -2.044 -0.902
H: 0.117 -0.996 1.328
H: -0.261 -0.172 -0.278
H: -4.934 0.975 -0.850
H: -3.283 1.865 -0.675
H: -1.574 -0.813 1.067
H: -1.447 0.626 0.043
H: -1.645 -0.875 -0.904
N: -3.874 1.157 -0.325
O: -4.141 -1.025 0.202

---

[3]
Density functional theory data (wB97M-V/def2-TZVPD) for a single C2H5NO2S molecule.

relative energy (zero: lowest compared OMol25 entry of this formula, charge and spin): 2.300 eV
LUMO level: -0.1 eV
DFT total energy: -18573.269 eV
gap between HOMO and LUMO: 0.391 Eh
structure (SMILES): C/C=N/[SH](=O)=O
HOMO level: -10.70 eV
2S+1: 1

CARTESIAN COORDINATES (ANGSTROEM)
C: -0.329 0.444 0.181
C: -0.476 1.885 -0.025
N: 0.716 -0.230 -0.108
O: 0.758 -2.502 -1.349
O: -0.246 -2.313 0.911
S: 0.733 -1.878 -0.051
H: -1.198 -0.037 0.441
H: 0.328 2.509 0.151
H: -1.423 2.270 0.566
H: -0.777 2.090 -1.162
H: 1.914 -2.238 0.447

---

[4]
Density functional theory data (wB97M-V/def2-TZVPD) for a gas-phase ion, C6H13N2 (charge +1).

relative energy (zero: lowest compared OMol25 entry of this formula, charge and spin): 1.557 eV
LUMO level: -3.1 eV
net charge: +1
DFT total energy: -9405.310 eV
gap between HOMO and LUMO: 0.420 Eh
structure (SMILES): CN1C(=[NH2+])CC1(C)C
HOMO level: -14.56 eV
2S+1: 1

CARTESIAN COORDINATES (ANGSTROEM)
C: 1.279 -0.592 -0.436
C: 0.206 -1.509 -0.129
C: -0.755 -0.348 0.184
C: -1.683 0.078 -0.905
C: -1.275 -0.063 1.558
C: 0.617 1.853 -0.072
N: 0.667 0.475 -0.051
N: 2.533 -0.829 -0.610
H: -0.154 -2.375 -0.766
H: 0.428 -2.041 0.795
H: -1.822 1.075 -1.006
H: -2.675 -0.373 -0.789
H: -1.222 -0.267 -1.807
H: -1.932 -0.834 1.901
H: -1.592 1.053 1.756
H: -0.423 -0.053 2.221
H: 0.287 2.301 -1.041
H: -0.025 1.975 0.805
H: 1.570 2.307 0.137
H: 2.869 -1.764 -0.761
H: 3.101 -0.071 -0.984

---

[5]
Density functional theory data (wB97M-V/def2-TZVPD) for a molecular structure, C17H18BN7O3PtS.

relative energy (zero: lowest compared OMol25 entry of this formula, charge and spin): 0.655 eV
LUMO level (alpha / beta): -7.9 / -11.2 eV
⟨S²⟩: 2.04
net charge: +2
DFT total energy: -49233.618 eV
gap between HOMO and LUMO (alpha / beta): 0.268 / 0.151 Eh
HOMO level (alpha / beta): -15.14 / -15.28 eV
2S+1: 3

CARTESIAN COORDINATES (ANGSTROEM)
C: 0.637 -0.850 -2.856
N: -0.465 -0.568 -2.142
N: -1.558 -0.507 -2.961
C: -1.137 -0.731 -4.222
C: 0.242 -0.936 -4.190
B: -2.945 -0.111 -2.345
N: -3.245 -1.195 -1.253
N: -2.339 -1.387 -0.242
C: -2.843 -2.262 0.655
C: -4.081 -2.673 0.183
C: -4.308 -1.985 -1.010
Pt: -0.612 -0.422 -0.121
N: -2.611 1.192 -1.537
N: -1.540 1.229 -0.690
C: -1.430 2.450 -0.122
C: -2.454 3.225 -0.651
C: -3.160 2.417 -1.542
H: -0.633 2.667 0.569
H: -4.015 2.606 -2.171
H: -2.658 4.246 -0.404
H: -3.824 0.037 -3.138
H: -5.133 -1.992 -1.698
H: -1.857 -0.746 -5.026
H: -4.738 -3.377 0.654
H: 0.886 -1.123 -5.023
H: -2.295 -2.510 1.556
H: 1.591 -0.970 -2.365
H: -0.560 -0.277 1.788
C: -0.043 -0.852 2.630
H: -0.828 -1.106 3.353
H: 0.452 -1.762 2.273
H: 0.706 -0.179 3.060
O: 4.972 -1.713 -0.061
S: 3.788 -1.519 0.729
O: 3.327 -2.581 1.594
N: 2.527 -0.893 -0.178
C: 2.132 0.307 0.212
O: 1.028 0.872 -0.216
C: 2.977 0.909 1.264
C: 2.822 2.108 1.973
C: 3.645 2.339 3.078
C: 4.602 1.388 3.473
C: 4.739 0.181 2.777
C: 3.907 -0.029 1.684
H: 2.073 2.821 1.634
H: 3.551 3.265 3.644
H: 5.244 1.584 4.333
H: 5.464 -0.585 3.050

---

[6]
Density functional theory data (wB97M-V/def2-TZVPD) for a single C2H2FN3O molecule.

relative energy (zero: lowest compared OMol25 entry of this formula, charge and spin): 0.887 eV
LUMO level: 0.7 eV
DFT total energy: -11339.651 eV
gap between HOMO and LUMO: 0.364 Eh
structure (SMILES): Oc1nn[nH]c1F
HOMO level: -9.22 eV
2S+1: 1

CARTESIAN COORDINATES (ANGSTROEM)
C: -0.785 0.049 0.022
C: 0.513 0.534 0.031
H: -2.598 0.052 0.322
H: 2.280 -0.523 0.443
N: -0.678 -1.298 -0.001
N: 0.546 -1.661 -0.035
N: 1.303 -0.538 -0.052
O: -1.952 0.723 -0.039
F: 1.041 1.740 -0.018

---

[7]
Density functional theory data (wB97M-V/def2-TZVPD) for a molecular structure, C5H6O2.

relative energy (zero: lowest compared OMol25 entry of this formula, charge and spin): 2.665 eV
LUMO level: 0.9 eV
DFT total energy: -9374.430 eV
gap between HOMO and LUMO: 0.390 Eh
HOMO level: -9.68 eV
2S+1: 1

CARTESIAN COORDINATES (ANGSTROEM)
O: 1.940 0.401 -1.758
C: 0.734 0.372 -1.731
C: -0.071 0.838 -0.536
O: -1.371 0.216 -0.459
C: -1.083 -0.211 0.874
C: 0.065 -1.158 0.890
C: 0.317 0.327 0.841
H: 0.135 0.012 -2.594
H: -0.174 1.931 -0.579
H: -1.877 -0.147 1.609
H: 0.288 -1.620 1.847
H: 0.249 -1.784 0.020
H: 0.891 0.875 1.579

---

[8]
Density functional theory data (wB97M-V/def2-TZVPD) for 5 unconnected molecules or ions with the total composition C17H16Cl4F24O3.

LUMO level: 0.3 eV
DFT total energy: -139341.049 eV
gap between HOMO and LUMO: 0.419 Eh
structure (SMILES): FC(F)C(F)(F)COC(F)(F)C(F)F.FC(F)C(F)(F)COC(F)(F)C(F)F.FC(F)C(F)(F)COC(F)(F)C(F)F.ClCCl.ClCCl
HOMO level: -11.12 eV
2S+1: 1

CARTESIAN COORDINATES (ANGSTROEM)
C: 1.717 -1.495 4.972
C: 1.491 -2.943 4.561
C: 0.042 -3.208 4.128
F: -0.197 -4.522 3.921
F: -0.859 -2.736 5.018
F: 2.357 -3.316 3.606
F: 1.803 -3.674 5.676
O: 1.212 -0.619 3.974
C: 1.174 0.681 4.340
C: 0.720 1.551 3.168
F: 1.608 1.430 2.138
F: -0.509 1.172 2.769
F: 0.372 0.895 5.391
F: 2.405 1.079 4.729
H: 2.790 -1.354 5.120
H: 1.267 -1.282 5.942
H: -0.092 -2.672 3.182
H: 0.739 2.615 3.422
C: -5.499 -0.813 1.908
C: -4.400 0.067 2.500
C: -3.786 1.038 1.469
F: -3.212 0.360 0.433
F: -4.651 1.962 0.971
F: -4.910 0.769 3.538
F: -3.381 -0.712 2.924
O: -6.557 -0.032 1.390
C: -7.768 -0.643 1.452
C: -8.772 0.179 0.634
F: -9.988 -0.375 0.773
F: -8.833 1.473 0.966
F: -7.706 -1.865 0.875
F: -8.181 -0.843 2.709
H: -5.797 -1.539 2.668
H: -5.053 -1.409 1.106
H: -3.000 1.585 2.007
H: -8.479 0.123 -0.416
C: 4.848 1.726 -4.868
C: 3.920 1.117 -3.839
C: 4.225 1.641 -2.420
F: 5.539 1.506 -2.130
F: 3.820 2.895 -2.160
F: 2.643 1.407 -4.172
F: 4.023 -0.227 -3.818
O: 4.490 1.303 -6.188
C: 5.458 1.552 -7.117
C: 4.919 1.005 -8.438
F: 3.772 1.604 -8.821
F: 5.817 1.165 -9.442
F: 5.787 2.838 -7.181
F: 6.555 0.849 -6.774
H: 5.908 1.592 -4.646
H: 4.758 2.816 -4.884
H: 3.658 0.975 -1.754
H: 4.741 -0.067 -8.317
C: 1.073 -2.449 -0.447
Cl: 1.533 -4.006 0.310
Cl: -0.175 -1.643 0.507
H: 1.911 -1.765 -0.505
H: 0.650 -2.668 -1.418
C: 0.414 1.120 -0.947
Cl: 0.683 2.826 -1.355
Cl: 0.219 0.184 -2.442
H: 1.231 0.734 -0.348
H: -0.487 1.040 -0.351